(1)
{
  "formula": "C21H30FN3O3",
  "method": "ωB97M-V with the def2-TZVPD basis set",
  "smiles": "CN(CCC1CCOCC1)C(=O)C[C@H]1C(=O)NCCN1Cc1cccc(F)c1",
  "lumo_energy_ev": 0.7,
  "charge": 0,
  "largest_force_ev_per_a": 0.55,
  "spin_multiplicity": 1,
  "e_tot_ha": -1308.0954,
  "symbols": ["C", "N", "C", "C", "C", "C", "C", "O", "C", "C", "C", "O", "C", "C", "C", "O", "N", "C", "C", "N", "C", "C", "C", "C", "C", "C", "F", "C", "H", "H", "H", "H", "H", "H", "H", "H", "H", "H", "H", "H", "H", "H", "H", "H", "H", "H", "H", "H", "H", "H", "H", "H", "H", "H", "H", "H", "H", "H"],
  "xyz": [[-0.136, -0.659, 3.586], [0.538, 0.366, 2.819], [1.979, 0.511, 2.946], [2.728, -0.016, 1.715], [2.333, -1.437, 1.312], [2.843, -1.772, -0.092], [2.419, -3.196, -0.453], [2.917, -4.142, 0.465], [2.454, -3.886, 1.770], [2.875, -2.502, 2.268], [-0.071, 1.120, 1.885], [0.531, 1.987, 1.266], [-1.539, 0.868, 1.576], [-1.661, 0.534, 0.076], [-1.502, -0.963, -0.141], [-1.023, -1.709, 0.694], [-1.838, -1.395, -1.372], [-2.579, -0.559, -2.284], [-3.556, 0.266, -1.434], [-2.875, 1.115, -0.485], [-2.711, 2.510, -0.883], [-1.779, 2.742, -2.048], [-0.417, 2.941, -1.834], [0.451, 3.084, -2.904], [-0.020, 3.045, -4.205], [-1.377, 2.869, -4.403], [-1.860, 2.839, -5.666], [-2.260, 2.716, -3.352], [-0.952, -0.228, 4.171], [-0.528, -1.445, 2.938], [0.573, -1.106, 4.279], [2.205, 1.577, 3.053], [2.302, -0.006, 3.849], [3.801, 0.035, 1.914], [2.507, 0.655, 0.883], [1.241, -1.508, 1.289], [2.432, -1.075, -0.824], [3.933, -1.702, -0.118], [2.815, -3.492, -1.428], [1.319, -3.247, -0.479], [2.878, -4.676, 2.395], [1.355, -3.960, 1.795], [2.495, -2.359, 3.280], [3.966, -2.449, 2.296], [-1.974, 0.067, 2.164], [-2.087, 1.789, 1.773], [-0.778, 0.957, -0.435], [-1.725, -2.379, -1.563], [-1.901, 0.106, -2.832], [-3.114, -1.185, -3.000], [-4.184, -0.436, -0.870], [-4.203, 0.871, -2.067], [-3.707, 2.896, -1.113], [-2.328, 3.048, -0.013], [-0.031, 2.993, -0.826], [1.504, 3.233, -2.721], [0.638, 3.158, -5.052], [-3.312, 2.589, -3.562]]
}


(2)
{
  "formula": "C8H16N2PPbS",
  "method": "ωB97M-V with the def2-TZVPD basis set",
  "lumo_energy_ev": -4.2,
  "charge": 1,
  "largest_force_ev_per_a": 4.32,
  "spin_multiplicity": 1,
  "e_tot_ha": -1355.9723,
  "symbols": ["C", "C", "C", "C", "C", "Pb", "P", "H", "H", "H", "H", "H", "H", "H", "H", "C", "N", "C", "S", "N", "C", "H", "H", "H", "H", "H", "H", "H", "H"],
  "xyz": [[-3.816, 1.353, -1.872], [-3.852, 2.140, -0.681], [-3.881, 1.238, 0.426], [-3.874, -0.078, -0.075], [-3.803, -0.015, -1.482], [-1.063, 1.394, -0.662], [0.620, 2.160, -2.481], [-3.932, 1.726, -2.884], [-4.003, 3.202, -0.635], [-3.985, 1.523, 1.460], [-3.884, -0.860, -2.157], [-3.948, -0.988, 0.515], [1.626, 2.532, -1.476], [-0.072, 3.304, -3.099], [0.970, 1.011, -3.326], [3.928, -1.579, 0.155], [2.477, -1.439, -0.032], [1.579, -1.019, 0.867], [-0.128, -0.987, 0.416], [1.977, -0.663, 2.132], [2.597, -1.674, 3.007], [4.272, -1.153, 1.105], [4.402, -1.067, -0.688], [4.213, -2.636, 0.095], [2.097, -1.598, -0.966], [1.292, -0.093, 2.625], [3.382, -1.210, 3.620], [1.796, -2.021, 3.674], [3.017, -2.502, 2.420]]
}


(3)
{
  "formula": "C2H5F2NS",
  "method": "ωB97M-V with the def2-TZVPD basis set",
  "lumo_energy_ev": 0.5,
  "charge": 0,
  "largest_force_ev_per_a": 4.88,
  "spin_multiplicity": 1,
  "e_tot_ha": -731.7879,
  "symbols": ["C", "C", "N", "F", "F", "S", "H", "H", "H", "H", "H"],
  "xyz": [[-0.864, -0.182, 0.620], [0.500, -0.086, 0.061], [0.612, -0.914, -1.797], [1.021, 1.195, -0.277], [1.435, -0.630, 0.845], [-1.010, 1.201, 1.939], [-1.726, -0.026, -0.018], [-1.089, -1.132, 1.278], [1.001, -0.002, -2.131], [1.402, -1.498, -1.561], [-1.282, 2.073, 1.042]]
}